C3H10N2S2 | ωB97M-V/def2-TZVPD

Each line ends with the Mulliken charge.
CARTESIAN COORDINATES (ANGSTROEM)
N  -0.442  -2.245  1.320  -0.56
C  -0.938  -1.415  0.252  -0.65
C  -0.118  -0.135  0.115  0.22
N  1.238  -0.392  -0.307  -0.72
C  -0.811  0.859  -0.973  -0.93
S  -0.180  2.649  -0.444  -0.13
S  1.658  3.763  -0.513  -0.19
H  0.533  -2.314  1.257  0.19
H  -1.073  -3.029  1.552  0.20
H  -2.045  -1.260  0.329  0.37
H  -0.805  -1.960  -0.724  0.25
H  -0.177  0.324  1.074  0.34
H  1.988  -0.047  0.370  0.29
H  1.492  0.318  -1.171  0.27
H  -1.865  0.645  -1.035  0.43
H  -0.413  0.468  -1.954  0.45
H  1.959  3.773  0.852  0.17

Output
**Structure (SMILES)**: NC[C@@H](N)CSS
**Relative energy (zero: lowest compared OMol25 entry of this formula, charge and spin)**: 245.57 kJ/mol
**LUMO level**: -0.0297 Ha
**Total charge**: 0
**HOMO**: -8.59 eV
**Electronic energy**: -27921.3998 eV
**Largest force on an atom**: 4.962 eV Å⁻¹